123
Properties=species:S:1:pos:R:3 method="wB97M-V/def2-TZVPD" largest_force_ev_per_a=1.35 homo_energy_ev=-4.089 e_lumo_ha=0.09194 mol_weight_g_mol=631.788 orbital_gap_ev=6.59 charge=-1
C -2.024 -3.609 1.372
C -1.136 -3.095 2.515
O -0.002 -2.441 1.995
C 1.244 -3.067 2.251
C 2.319 -2.008 2.110
C 2.425 -1.511 0.687
C 3.503 -0.456 0.502
C 3.311 0.371 -0.765
Ga 1.552 1.398 -0.919
N 1.982 3.157 -1.686
O 0.665 1.695 0.727
C 0.934 2.919 1.325
C 0.981 2.846 2.857
C 1.844 1.662 3.283
C 1.584 4.173 3.347
C 1.360 4.532 4.818
C 2.230 3.731 5.803
C -0.092 4.458 5.260
C 0.244 0.489 -2.232
C -0.874 1.470 -2.603
C -0.310 -0.836 -1.715
C -1.170 -1.581 -2.788
H -1.697 -4.601 1.089
H -1.936 -2.931 0.533
H -3.060 -3.648 1.687
H -1.725 -2.392 3.102
H -0.872 -3.933 3.158
H 1.262 -3.438 3.279
H 1.437 -3.870 1.539
H 3.283 -2.368 2.473
H 2.020 -1.205 2.775
H 2.668 -2.355 0.045
H 1.455 -1.106 0.420
H 3.616 0.171 1.382
H 4.456 -0.996 0.422
H 3.350 -0.320 -1.612
H 4.136 1.063 -0.918
H 1.094 3.613 -1.898
H 2.364 2.946 -2.607
H 0.147 3.656 1.093
H 1.872 3.377 0.986
H -0.018 2.718 3.261
H 1.561 1.269 4.257
H 1.755 0.858 2.562
H 2.888 1.968 3.319
H 2.657 4.142 3.173
H 1.154 4.967 2.737
H 1.654 5.576 4.931
H 1.679 2.850 6.116
H 2.511 4.323 6.664
H 3.118 3.362 5.302
H -0.153 4.830 6.281
H -0.485 3.447 5.250
H -0.749 5.090 4.668
H 0.847 0.285 -3.119
H -1.802 0.951 -2.862
H -0.612 2.071 -3.467
H -1.079 2.125 -1.760
H -0.891 -0.700 -0.807
H 0.545 -1.476 -1.527
H -0.991 -2.648 -2.691
H -2.228 -1.393 -2.630
H -0.853 -1.247 -3.769
C -0.643 -0.005 -6.443
C -1.896 0.812 -6.147
C -3.107 0.403 -6.979
C -2.972 0.578 -8.492
C -2.651 2.002 -8.945
C -3.732 3.014 -8.576
H -0.306 0.127 -7.474
H 0.176 0.303 -5.791
H -0.823 -1.069 -6.274
H -1.678 1.876 -6.278
H -2.157 0.685 -5.095
H -3.973 0.967 -6.617
H -3.325 -0.650 -6.770
H -3.908 0.259 -8.964
H -2.200 -0.097 -8.871
H -2.528 1.999 -10.032
H -1.692 2.323 -8.531
H -4.693 2.735 -9.017
H -3.471 4.007 -8.944
H -3.863 3.089 -7.496
C 7.128 -4.102 7.274
C 5.916 -3.214 7.542
C 4.714 -3.543 6.658
C 4.948 -3.359 5.158
C 5.380 -1.953 4.743
C 4.342 -0.882 5.062
H 7.496 -3.985 6.254
H 7.949 -3.847 7.946
H 6.881 -5.155 7.430
H 6.197 -2.165 7.421
H 5.619 -3.332 8.588
H 3.865 -2.933 6.975
H 4.419 -4.583 6.838
H 4.022 -3.613 4.631
H 5.696 -4.078 4.812
H 5.561 -1.953 3.665
H 6.334 -1.694 5.211
H 3.397 -1.101 4.565
H 4.682 0.096 4.716
H 4.154 -0.803 6.135
C -7.475 0.741 -3.761
C -6.096 1.033 -3.176
C -5.087 -0.091 -3.408
C -5.448 -1.429 -2.764
C -5.643 -1.378 -1.249
C -4.386 -0.955 -0.493
H -7.932 -0.137 -3.300
H -8.150 1.582 -3.596
H -7.412 0.568 -4.838
H -6.188 1.245 -2.108
H -5.706 1.945 -3.636
H -4.107 0.236 -3.050
H -4.973 -0.246 -4.486
H -4.652 -2.146 -2.991
H -6.354 -1.830 -3.229
H -5.943 -2.373 -0.906
H -6.470 -0.708 -0.995
H -3.559 -1.637 -0.699
H -4.563 -0.960 0.584
H -4.067 0.052 -0.765

---

21
Properties=species:S:1:pos:R:3 method="wB97M-V/def2-TZVPD" largest_force_ev_per_a=4.76 homo_energy_ev="-1.746 / -4.807" e_lumo_ha="0.11779 / 0.01315" mol_weight_g_mol=215.210 multiplicity=3 orbital_gap_ev="4.95 / 5.16" charge=-1
C 2.317 0.092 -0.102
C 2.001 -1.214 -0.522
C 1.234 0.995 -0.037
C 0.723 -1.711 -0.354
C -0.054 0.589 -0.075
C -0.320 -0.822 -0.134
C -1.093 1.614 0.012
N -2.535 -1.023 1.373
N -2.375 1.478 -0.614
O -3.219 2.595 -0.454
O -1.639 -2.991 -0.048
O -2.707 -1.079 -1.087
O -0.872 2.740 0.425
S -1.909 -1.577 0.075
H 3.254 0.672 -0.216
H 2.888 -1.867 -0.621
H 1.523 1.980 0.301
H 0.363 -2.734 -0.507
H -2.739 -1.650 2.130
H -2.734 0.513 -0.408
H -2.569 3.365 -0.249

---

107
Properties=species:S:1:pos:R:3 method="wB97M-V/def2-TZVPD" largest_force_ev_per_a=4.34 homo_energy_ev="-3.460 / -5.217" e_lumo_ha="0.08793 / 0.08313" mol_weight_g_mol=778.921 multiplicity=2 orbital_gap_ev="5.85 / 7.48" charge=-1
Be 0.303 0.305 -1.257
C 3.611 3.798 0.552
F 2.868 3.817 1.708
F 4.172 4.941 0.370
F 4.552 2.826 0.667
S 2.477 3.374 -1.006
O 1.659 4.581 -1.220
O 3.349 3.074 -2.116
O 1.659 2.235 -0.683
C -1.627 -3.743 0.634
F -1.844 -3.646 1.962
F -1.256 -5.016 0.355
F -2.756 -3.463 -0.089
S -0.384 -2.329 0.249
O 0.078 -2.460 -1.144
O -1.020 -0.986 0.325
O 0.754 -2.479 1.191
C 1.735 0.509 2.432
C 1.035 0.535 3.786
C 0.310 1.907 3.858
C -0.798 1.909 4.968
C -1.798 0.795 4.694
C -1.135 -0.615 4.752
N 0.047 -0.571 3.863
O 0.701 -1.798 3.630
C -0.711 -0.994 6.202
C -2.149 -1.730 4.363
C 2.100 0.507 4.854
H 0.986 0.347 1.657
H 2.516 -0.244 2.321
H 2.242 1.427 2.135
H 1.017 2.615 4.290
H -0.220 2.231 2.962
H -1.224 2.911 4.921
H -0.320 1.776 5.938
H -2.390 0.951 3.792
H -2.523 0.767 5.508
H -1.569 -1.255 6.821
H -0.069 -1.857 6.383
H -0.153 -0.183 6.669
H -1.627 -2.684 4.434
H -3.057 -1.668 4.963
H -2.503 -1.565 3.345
H 2.621 -0.449 4.801
H 1.632 0.431 5.836
H 2.815 1.314 5.018
H 0.497 -1.941 2.703
C -2.822 -0.496 -3.148
C -3.325 0.510 -2.119
C -4.083 -0.278 -1.035
C -4.533 0.412 0.218
C -3.340 1.221 0.829
C -2.565 2.046 -0.247
N -2.251 1.221 -1.462
O -1.309 1.846 -2.332
C -3.429 3.379 -0.573
C -1.273 2.381 0.443
C -4.300 1.425 -2.851
H -3.640 -1.113 -3.521
H -2.143 -1.124 -2.571
H -2.228 -0.021 -3.929
H -5.043 -0.477 -1.511
H -3.575 -1.208 -0.782
H -4.830 -0.339 0.949
H -5.340 1.137 0.118
H -2.682 0.586 1.422
H -3.621 2.037 1.495
H -3.540 4.100 0.236
H -3.010 3.890 -1.439
H -4.352 3.023 -1.032
H -0.510 2.900 -0.138
H -1.335 3.178 1.184
H -0.754 1.500 0.821
H -4.579 1.179 -3.876
H -3.862 2.404 -3.047
H -5.270 1.672 -2.420
H -1.801 2.606 -2.649
C 2.651 -0.922 -5.416
C 1.764 -1.519 -4.273
C 1.874 -3.083 -4.224
C 3.161 -3.460 -3.522
C 3.329 -2.933 -2.100
C 3.339 -1.385 -2.180
N 2.135 -0.863 -2.955
O 1.942 0.500 -2.977
C 3.111 -0.811 -0.772
C 4.743 -0.950 -2.680
C 0.229 -1.190 -4.530
H 3.673 -0.696 -5.113
H 2.203 -0.041 -5.876
H 2.834 -1.587 -6.260
H 1.063 -3.573 -3.685
H 1.961 -3.556 -5.202
H 4.071 -3.189 -4.059
H 3.143 -4.549 -3.488
H 4.183 -3.377 -1.589
H 2.447 -3.324 -1.594
H 3.371 0.216 -0.515
H 2.190 -1.172 -0.316
H 3.877 -1.386 -0.252
H 5.506 -0.840 -1.909
H 5.095 -1.598 -3.483
H 4.681 0.052 -3.105
H -0.063 -0.144 -4.446
H -0.404 -1.721 -3.818
H -0.017 -1.506 -5.543
H 2.650 0.801 -3.550